# 1
Computed, not measured: C18H22N4O5 in the gas phase in a non-equilibrium geometry, with ωB97M-V/def2-TZVPD.

Structure (XYZ):
```
49
Properties=species:S:1:pos:R:3:forces:R:3
H 2.731 -4.221 -4.236 -0.58 0.24 -0.64
N 2.253 -4.579 -5.071 0.89 -0.59 0.46
C 1.235 -3.944 -5.510 2.20 -1.59 1.03
N 0.707 -4.456 -6.639 -2.02 0.77 -1.13
C 0.726 -2.783 -4.854 -1.35 1.10 1.18
C 0.920 -2.604 -3.473 0.39 0.96 0.28
C 0.532 -1.427 -2.826 -0.22 -0.24 1.32
C -0.266 -0.472 -3.499 0.87 -0.94 0.60
N -0.768 0.712 -2.952 -0.27 1.57 1.44
C -0.652 1.236 -1.663 1.25 -0.86 0.72
O -0.112 0.639 -0.723 -0.73 0.16 -1.26
C -1.133 2.672 -1.429 -0.50 -1.18 0.63
C -0.951 3.119 0.042 -0.06 -0.19 -0.47
C -1.714 2.246 1.034 1.11 0.62 0.37
O -2.913 2.186 0.920 -0.82 -0.67 0.39
N -0.993 1.672 2.083 -0.48 0.92 -1.46
C -1.682 1.201 3.281 0.99 0.67 -0.27
C -0.657 1.171 4.313 1.59 -0.29 1.71
C 0.269 1.088 5.095 -1.48 -0.20 -0.88
C 1.352 0.936 6.069 0.60 0.22 -0.18
O 1.955 2.222 6.245 0.22 -0.14 0.55
C 3.381 2.252 6.223 -0.11 -0.89 -0.61
C -2.276 -0.157 3.049 -1.00 -0.60 -0.70
C -1.276 -1.275 2.686 -0.25 -1.38 1.96
O -1.210 -2.189 3.496 0.50 0.82 -1.51
O -0.545 -1.290 1.541 -0.99 0.46 0.97
C -0.554 -0.730 -4.811 0.12 -0.24 -1.73
C -0.050 -1.852 -5.503 -0.65 1.11 0.64
H -0.296 -4.313 -6.815 0.94 -0.32 0.09
H 1.108 -5.351 -6.836 -0.10 -0.35 -0.29
H 1.443 -3.351 -2.871 -0.17 0.22 -0.33
H 0.786 -1.304 -1.738 -0.43 -0.07 -1.37
H -1.214 1.359 -3.597 0.15 -0.42 0.04
H -2.185 2.690 -1.693 -0.29 0.25 -0.05
H -0.599 3.304 -2.102 0.36 0.66 -0.47
H -1.381 4.143 0.127 0.42 -0.66 0.11
H 0.096 3.109 0.309 0.37 0.28 -0.11
H -0.005 1.882 2.187 -0.39 -0.03 -0.23
H -2.422 1.953 3.549 -0.42 -0.23 -0.01
H 0.987 0.525 7.023 -0.05 0.30 -0.20
H 2.077 0.193 5.689 -0.13 0.32 0.00
H 3.705 3.275 6.417 -0.15 -0.15 -0.02
H 3.704 1.930 5.213 0.15 0.29 0.36
H 3.866 1.559 6.942 -0.43 0.37 -0.09
H -3.002 -0.059 2.212 0.25 -0.04 0.57
H -2.799 -0.475 3.981 0.41 0.01 -0.89
H -0.767 -0.488 1.041 0.33 0.11 -0.29
H -1.099 0.018 -5.383 -0.14 -0.18 0.06
H -0.310 -1.972 -6.541 0.10 0.04 -0.25
```
Forces are in eV/Å.

Its HOMO energy is -0.3207 Ha. The energy above the lowest of the compared OMol25 structures with the same formula, charge and spin comes out at 85.4 kcal/mol. Its SMILES is [H]/N=C(/N)c1ccc(NC(=O)CCC(=O)N[C@H](C#CCOC)CC(=O)O)cc1.

***

# 2
Computed, not measured: 2 unconnected molecules or ions with the total composition C18H22N6O6 in a non-equilibrium geometry, with ωB97M-V/def2-TZVPD.

Structure (XYZ):
```
52
Properties=species:S:1:pos:R:3:forces:R:3
C -1.849 0.160 1.447 -0.05 0.21 0.02
C -1.899 1.582 1.942 0.23 0.27 -0.06
N -3.132 2.202 1.982 2.44 -1.68 -0.33
C -3.254 3.541 2.222 -2.43 1.77 0.13
O -4.367 4.018 2.107 -0.06 0.04 -0.23
N -2.208 4.305 2.660 1.56 -0.99 0.09
C -1.036 3.733 2.750 -0.63 -0.48 -0.16
C -0.016 4.509 3.473 1.10 0.56 0.43
C 0.257 5.847 3.134 0.10 -0.10 0.30
C 1.175 6.594 3.882 -0.23 -0.50 0.05
C 1.813 6.020 4.986 -0.22 -0.21 -0.23
C 1.543 4.695 5.335 -0.18 0.21 -0.33
C 0.638 3.945 4.581 0.11 0.20 -0.20
C -0.799 2.338 2.307 -2.69 1.42 0.36
N 0.513 1.845 2.241 2.03 -1.03 -0.24
O 0.764 0.777 2.807 -0.19 0.85 -0.55
O 1.339 2.503 1.600 -0.75 -0.55 0.63
H -2.532 0.030 0.603 -0.06 0.06 0.14
H -0.852 -0.126 1.112 -0.06 0.09 0.21
H -2.152 -0.518 2.249 0.06 0.04 -0.09
H -3.957 1.747 1.609 0.13 0.03 0.16
H -0.258 6.310 2.297 0.06 -0.16 0.11
H 1.380 7.626 3.610 -0.04 -0.16 0.01
H 2.516 6.604 5.573 -0.09 -0.08 -0.09
H 2.035 4.248 6.193 -0.11 0.04 -0.13
H 0.432 2.919 4.878 -0.01 0.08 -0.09
C -2.118 -5.409 -4.730 0.01 0.28 0.62
N -0.980 -4.821 -4.026 0.96 -0.18 -0.70
C -1.076 -4.063 -2.927 -1.07 0.61 0.04
O -2.168 -3.828 -2.412 0.44 0.14 0.19
C 0.214 -3.454 -2.315 0.43 -0.10 0.15
C -0.050 -2.098 -1.617 -0.08 -0.34 -0.37
C 1.128 -1.588 -0.803 0.35 -2.29 -0.21
N 1.281 -0.291 -0.667 -0.31 2.01 -0.04
O 1.931 -2.337 -0.283 0.09 -0.75 0.12
N 1.347 -3.284 -3.242 -0.96 0.86 0.42
C 2.077 -4.264 -3.773 0.80 -0.95 -0.51
C 3.311 -3.846 -4.537 -0.03 0.00 0.13
O 1.776 -5.446 -3.688 -0.25 -0.16 0.21
H -1.773 -5.969 -5.600 0.12 0.14 0.18
H -2.658 -6.080 -4.058 -0.07 0.02 -0.11
H -2.800 -4.620 -5.053 -0.01 -0.10 0.02
H -0.046 -5.082 -4.319 -0.23 -0.14 0.12
H 0.530 -4.165 -1.548 0.08 -0.02 0.04
H -0.326 -1.359 -2.367 -0.20 0.12 -0.08
H -0.886 -2.206 -0.926 -0.15 -0.10 -0.16
H 0.639 0.359 -1.079 0.11 0.30 0.03
H 2.048 0.001 -0.084 -0.08 0.32 0.03
H 1.687 -2.347 -3.378 -0.02 0.06 0.05
H 3.801 -4.737 -4.926 -0.11 0.12 0.06
H 3.989 -3.325 -3.863 0.09 0.13 -0.10
H 3.027 -3.194 -5.361 0.12 0.12 -0.05
```
Forces are in eV/Å.

Its HOMO energy is -0.3507 Ha. Its SMILES is Cc1[nH]c(=O)nc(-c2ccccc2)c1[N+](=O)[O-].CNC(=O)[C@H](CC(N)=O)NC(C)=O.

***

# 3
Computed, not measured: 3 unconnected molecules or ions with the total composition C18H23B3O7 in a non-equilibrium geometry, with ωB97M-V/def2-TZVPD.

Structure (XYZ):
```
51
Properties=species:S:1:pos:R:3:forces:R:3
C -1.977 -0.008 0.083 0.54 -0.27 0.78
C -0.470 0.259 0.630 -2.03 1.82 2.01
O -0.316 1.037 1.597 0.34 -3.18 -3.90
O 0.572 -0.439 -0.063 -0.72 2.90 -0.43
C 1.268 0.449 -0.986 4.45 -0.62 0.65
O 2.523 0.312 -0.983 -5.81 0.98 -0.58
C 0.468 1.445 -1.940 -0.18 -1.04 0.02
B 1.366 2.583 -2.668 0.88 0.34 -1.79
O 2.730 2.939 -2.367 -3.10 2.13 0.91
B 2.653 4.358 -1.998 0.22 -0.50 -2.08
O 1.976 5.326 -2.870 -1.28 -3.01 2.07
B 0.682 4.716 -3.119 0.24 -0.31 -1.84
C -0.757 5.383 -2.743 0.64 0.55 1.07
C -0.477 6.680 -1.824 0.70 -0.75 0.52
O -1.607 6.908 -0.927 1.04 0.19 -0.19
O 0.705 3.370 -3.715 0.63 0.72 3.65
H -2.485 1.012 -0.035 0.85 -1.49 0.02
H -1.981 -0.629 -0.879 -0.03 1.00 1.48
H -2.568 -0.555 0.928 1.17 0.83 -1.57
H -0.412 1.987 -1.434 1.25 -0.96 -0.49
H -0.015 0.791 -2.767 0.71 1.01 1.32
H 3.119 4.681 -0.951 0.10 0.15 -0.28
H -1.287 4.620 -2.051 0.64 1.12 -1.21
H -1.425 5.595 -3.648 0.93 -0.33 1.32
H -0.188 7.591 -2.451 -0.70 -1.12 0.80
H 0.435 6.464 -1.141 -1.29 0.25 -1.31
H -1.247 7.136 -0.043 -0.37 -0.16 -1.01
C -3.813 -4.479 3.705 -0.02 0.11 -0.01
C -5.142 -4.164 3.438 0.05 0.06 -0.01
C -5.502 -2.851 3.151 0.08 -0.01 0.01
C -4.534 -1.851 3.135 0.02 -0.11 0.01
C -3.206 -2.165 3.411 -0.04 -0.04 -0.04
C -2.845 -3.479 3.695 -0.08 -0.01 -0.03
H -3.531 -5.504 3.922 -0.02 0.09 -0.01
H -5.897 -4.943 3.453 0.07 0.07 -0.01
H -6.538 -2.606 2.940 0.09 -0.02 0.02
H -4.814 -0.828 2.909 0.01 -0.07 0.04
H -2.452 -1.385 3.405 -0.05 -0.06 0.03
H -1.810 -3.723 3.908 -0.09 0.03 -0.02
C 4.428 -5.151 0.052 -0.01 0.09 0.00
C 3.099 -4.835 -0.208 0.03 0.05 -0.01
C 2.737 -3.521 -0.491 0.17 -0.06 0.03
C 3.706 -2.521 -0.508 0.03 0.02 -0.04
C 5.034 -2.836 -0.239 -0.07 -0.16 0.00
C 5.396 -4.151 0.040 -0.09 0.02 -0.01
H 4.711 -6.177 0.265 -0.02 0.08 -0.01
H 2.343 -5.614 -0.192 0.07 0.05 -0.01
H 1.700 -3.276 -0.697 0.07 0.00 0.03
H 3.424 -1.496 -0.731 0.12 -0.34 0.12
H 5.789 -2.056 -0.246 -0.08 -0.06 -0.01
H 6.433 -4.397 0.248 -0.08 0.01 -0.02
```
Forces are in eV/Å.

Its HOMO energy is -0.3299 Ha. The energy above the lowest of the compared OMol25 structures with the same formula, charge and spin comes out at 44.5 kcal/mol. Its SMILES is CC(=O)OC(=O)CB1OBOB(CCO)O1.c1ccccc1.c1ccccc1.

***

# 4
Computed, not measured: a molecular structure, C18H23BrN3OPdS2, with ωB97M-V/def2-TZVPD.

Structure (XYZ):
```
49
Properties=species:S:1:pos:R:3:forces:R:3
Pd 2.656 0.553 -0.142 -0.01 0.02 0.03
N -0.169 2.704 2.254 0.00 0.02 -0.02
C -0.934 1.798 3.041 0.00 -0.01 0.00
C -2.229 2.107 3.419 0.01 0.02 0.00
C -2.954 1.194 4.172 0.00 -0.01 0.01
C -2.402 -0.033 4.508 0.00 0.00 0.00
C -1.116 -0.352 4.093 -0.01 -0.01 -0.01
C -0.373 0.578 3.383 -0.01 -0.01 -0.03
S 1.301 0.260 2.925 0.07 0.06 0.07
N 1.353 1.138 1.458 -0.06 0.06 0.06
C 0.703 2.239 1.321 0.00 -0.01 0.00
C 0.931 3.020 0.068 0.00 0.01 -0.02
C 0.250 4.182 -0.243 -0.01 0.03 0.00
C 0.545 4.839 -1.431 0.00 0.00 -0.01
C 1.499 4.307 -2.275 0.00 -0.01 0.01
C 2.130 3.131 -1.899 0.00 0.00 -0.01
N 1.857 2.511 -0.758 0.01 -0.02 0.02
H -0.598 3.597 2.084 0.00 -0.01 0.00
H -2.666 3.058 3.138 0.00 0.00 0.00
H -3.957 1.444 4.489 0.00 0.00 0.00
H -2.970 -0.744 5.090 0.00 0.00 0.00
H -0.680 -1.311 4.342 0.01 0.00 0.00
H -0.509 4.593 0.407 0.00 -0.02 0.01
H 0.027 5.753 -1.687 0.00 0.00 0.00
H 1.758 4.782 -3.210 0.00 0.01 0.00
H 2.879 2.670 -2.530 0.00 0.00 0.00
Br 4.023 -1.263 0.667 -0.01 -0.01 -0.07
C 0.761 -4.606 -3.210 0.00 -0.01 0.00
C 0.635 -3.257 -3.906 -0.01 0.01 -0.01
C 0.116 -2.144 -3.000 0.01 0.02 -0.01
S 1.296 -1.793 -1.674 -0.01 0.04 -0.02
O 1.118 -0.272 -1.429 0.10 -0.06 0.03
C 0.557 -2.603 -0.235 -0.01 -0.09 0.03
C -0.504 -1.796 0.502 0.01 0.04 -0.03
C -1.812 -1.553 -0.238 0.00 -0.02 -0.01
H 1.061 -5.376 -3.918 0.00 0.00 0.00
H -0.188 -4.915 -2.767 0.00 0.00 0.00
H 1.517 -4.586 -2.421 0.00 0.00 0.00
H -0.059 -3.336 -4.745 0.00 -0.01 0.00
H 1.597 -2.958 -4.326 0.00 0.00 0.00
H -0.858 -2.379 -2.577 -0.01 0.00 0.03
H 0.049 -1.192 -3.530 -0.01 0.00 0.00
H 1.410 -2.794 0.420 -0.02 0.01 -0.02
H 0.187 -3.564 -0.599 -0.02 0.00 0.00
H -0.068 -0.840 0.794 -0.03 -0.05 -0.02
H -0.700 -2.337 1.432 0.00 0.00 -0.01
H -1.677 -0.874 -1.080 0.01 0.00 -0.02
H -2.541 -1.097 0.433 0.00 0.00 0.01
H -2.248 -2.485 -0.606 0.00 0.00 0.00
```
Forces are in eV/Å.

The multiplicity is 3. Its HOMO energy (spin up / spin down) is -0.4056 / -0.4058 Ha. The energy above the lowest of the compared OMol25 structures with the same formula, charge and spin comes out at 0.0 kcal/mol. Its total charge is +1. As for the expectation value of S²: 2.006.